No. 1
{"formula": "C40H126N10O18", "method": "ωB97M-V with the def2-TZVPD basis set", "symbols": ["C", "C", "C", "O", "C", "N", "H", "H", "H", "H", "H", "H", "H", "H", "H", "H", "H", "C", "C", "C", "O", "C", "N", "H", "H", "H", "H", "H", "H", "H", "H", "H", "H", "H", "C", "C", "C", "O", "C", "N", "H", "H", "H", "H", "H", "H", "H", "H", "H", "H", "H", "C", "C", "C", "O", "C", "N", "H", "H", "H", "H", "H", "H", "H", "H", "H", "H", "H", "C", "C", "C", "O", "C", "N", "H", "H", "H", "H", "H", "H", "H", "H", "H", "H", "H", "C", "C", "C", "O", "C", "N", "H", "H", "H", "H", "H", "H", "H", "H", "H", "H", "H", "C", "C", "C", "O", "C", "N", "H", "H", "H", "H", "H", "H", "H", "H", "H", "H", "H", "C", "C", "C", "O", "C", "N", "H", "H", "H", "H", "H", "H", "H", "H", "H", "H", "H", "C", "C", "C", "O", "C", "N", "H", "H", "H", "H", "H", "H", "H", "H", "H", "H", "H", "C", "C", "C", "O", "C", "N", "H", "H", "H", "H", "H", "H", "H", "H", "H", "H", "H", "O", "H", "H", "O", "H", "H", "O", "H", "H", "O", "H", "H", "O", "H", "H", "O", "H", "H", "O", "H", "H", "O", "H", "H"], "coordinates": [[-27.45, -8.46, 4.80], [-26.19, -7.76, 5.42], [-26.48, -6.93, 6.68], [-27.23, -5.69, 6.54], [-27.54, -5.03, 7.74], [-25.25, -8.80, 5.78], [-27.89, -9.16, 5.51], [-27.21, -9.08, 3.93], [-28.10, -7.63, 4.53], [-25.81, -7.08, 4.66], [-25.48, -6.76, 7.05], [-26.88, -7.59, 7.45], [-27.86, -4.00, 7.65], [-26.69, -4.85, 8.38], [-28.24, -5.61, 8.34], [-25.82, -9.63, 5.87], [-24.69, -9.06, 4.98], [-23.83, -3.61, 14.85], [-24.04, -4.97, 15.47], [-25.57, -5.44, 15.29], [-26.42, -4.52, 16.00], [-27.81, -4.53, 15.60], [-23.14, -5.95, 14.89], [-24.52, -2.84, 15.19], [-23.99, -3.68, 13.77], [-22.86, -3.18, 15.08], [-23.85, -4.91, 16.54], [-25.84, -6.45, 15.59], [-25.89, -5.37, 14.25], [-27.96, -4.27, 14.55], [-28.42, -3.85, 16.19], [-28.24, -5.51, 15.73], [-23.37, -6.87, 15.24], [-23.17, -6.09, 13.89], [-37.33, -9.70, 21.60], [-36.42, -9.46, 20.37], [-35.08, -10.30, 20.39], [-34.33, -10.16, 21.62], [-33.67, -8.92, 21.65], [-37.25, -9.86, 19.28], [-36.72, -9.47, 22.48], [-37.65, -10.74, 21.71], [-38.13, -8.97, 21.73], [-36.16, -8.42, 20.18], [-34.47, -10.12, 19.51], [-35.43, -11.33, 20.35], [-33.44, -8.84, 22.71], [-34.27, -8.08, 21.32], [-32.69, -8.92, 21.16], [-38.11, -9.34, 19.39], [-37.60, -10.79, 19.39], [-38.83, 0.56, 3.88], [-37.71, -0.54, 4.23], [-36.35, -0.40, 3.44], [-36.55, -0.72, 2.10], [-35.41, -0.59, 1.24], [-37.45, -0.66, 5.64], [-39.31, 0.21, 2.97], [-38.53, 1.58, 3.64], [-39.61, 0.65, 4.63], [-38.10, -1.55, 4.11], [-35.49, -1.00, 3.71], [-36.11, 0.67, 3.42], [-34.63, -1.33, 1.40], [-34.86, 0.35, 1.30], [-35.77, -0.72, 0.22], [-36.88, -1.48, 5.74], [-38.25, -0.81, 6.25], [-43.66, -0.18, 20.85], [-42.86, -0.86, 21.94], [-43.64, -1.89, 22.69], [-44.68, -1.32, 23.50], [-44.35, -0.99, 24.81], [-41.71, -1.57, 21.36], [-44.35, 0.57, 21.25], [-44.29, -0.71, 20.14], [-42.92, 0.31, 20.22], [-42.58, -0.11, 22.68], [-42.96, -2.32, 23.44], [-44.06, -2.70, 22.09], [-44.01, -1.84, 25.39], [-45.24, -0.63, 25.33], [-43.54, -0.26, 24.78], [-41.26, -1.05, 20.63], [-42.08, -2.21, 20.68], [-35.61, -4.33, 14.19], [-35.27, -3.65, 12.88], [-35.25, -4.70, 11.70], [-34.64, -4.09, 10.58], [-34.48, -5.02, 9.61], [-36.38, -2.70, 12.53], [-34.87, -5.08, 14.48], [-36.59, -4.80, 14.15], [-35.68, -3.69, 15.08], [-34.39, -3.01, 12.94], [-36.26, -5.10, 11.61], [-34.63, -5.54, 12.01], [-35.41, -5.30, 9.12], [-33.96, -5.91, 9.97], [-33.86, -4.55, 8.85], [-37.18, -3.27, 12.31], [-36.18, -2.47, 11.57], [-35.13, -9.32, 2.05], [-36.60, -9.55, 1.70], [-36.80, -9.93, 0.18], [-36.17, -9.06, -0.77], [-36.95, -7.88, -0.78], [-37.29, -10.48, 2.53], [-34.62, -10.28, 2.01], [-35.01, -9.15, 3.12], [-34.71, -8.52, 1.45], [-37.07, -8.58, 1.80], [-37.78, -10.27, -0.15], [-36.29, -10.88, -0.02], [-36.57, -7.25, 0.02], [-38.03, -8.00, -0.64], [-36.76, -7.45, -1.76], [-37.03, -10.27, 3.49], [-37.04, -11.46, 2.50], [-28.02, 2.97, 15.10], [-26.97, 3.34, 16.16], [-25.82, 4.11, 15.48], [-25.05, 3.27, 14.63], [-23.72, 3.66, 14.40], [-27.77, 4.19, 17.05], [-28.80, 2.43, 15.62], [-27.54, 2.35, 14.34], [-28.57, 3.83, 14.72], [-26.61, 2.42, 16.62], [-25.29, 4.65, 16.27], [-26.27, 4.83, 14.79], [-23.65, 4.67, 13.99], [-23.17, 3.04, 13.69], [-23.10, 3.71, 15.30], [-28.48, 3.62, 17.49], [-28.26, 4.75, 16.37], [-36.46, 6.29, 13.80], [-37.74, 6.67, 13.01], [-37.68, 6.22, 11.51], [-36.78, 7.10, 10.81], [-37.22, 7.37, 9.45], [-38.75, 6.02, 13.77], [-36.49, 6.91, 14.70], [-35.48, 6.51, 13.37], [-36.40, 5.25, 14.10], [-37.83, 7.75, 13.10], [-38.68, 6.33, 11.10], [-37.41, 5.16, 11.44], [-37.42, 6.46, 8.89], [-36.51, 7.98, 8.88], [-38.13, 7.96, 9.45], [-39.55, 6.33, 13.24], [-38.75, 6.47, 14.67], [-35.90, -13.29, 12.97], [-34.67, -12.34, 13.01], [-33.54, -12.53, 11.93], [-32.67, -11.39, 12.08], [-31.35, -11.77, 11.97], [-35.26, -11.07, 13.07], [-36.69, -13.00, 13.65], [-35.55, -14.29, 13.23], [-36.24, -13.49, 11.95], [-34.04, -12.50, 13.89], [-33.82, -12.39, 10.88], [-33.12, -13.53, 11.97], [-31.16, -12.43, 12.82], [-30.74, -10.87, 12.05], [-31.12, -12.20, 10.99], [-34.49, -10.42, 13.16], [-35.77, -10.96, 13.93], [-41.25, -6.27, 7.01], [-40.53, -6.86, 7.26], [-41.60, -6.64, 6.20], [-34.63, 0.57, 20.43], [-34.96, 1.13, 21.13], [-35.16, 0.79, 19.67], [-38.54, 1.19, 16.79], [-38.20, 0.56, 16.16], [-38.73, 1.97, 16.26], [-42.58, -4.73, 16.52], [-42.37, -5.66, 16.46], [-42.64, -4.43, 15.61], [-41.74, -3.92, 11.66], [-42.32, -3.16, 11.59], [-41.93, -4.45, 10.89], [-38.50, -10.10, 9.17], [-37.96, -10.23, 9.95], [-39.34, -10.51, 9.38], [-41.65, 0.98, 9.76], [-42.18, 1.62, 10.24], [-40.91, 1.49, 9.42], [-34.03, 1.03, 9.47], [-33.85, 0.19, 9.89], [-34.76, 0.85, 8.88]], "mulliken_charge": [-1.463, 0.456, -0.750, -0.306, -0.765, -0.733, 0.373, 0.399, 0.359, 0.327, 0.346, 0.298, 0.280, 0.304, 0.309, 0.279, 0.287, -1.353, 0.501, -0.669, -0.316, -0.751, -0.701, 0.336, 0.319, 0.328, 0.235, 0.383, 0.305, 0.314, 0.258, 0.302, 0.263, 0.246, -1.286, 0.329, -0.583, -0.348, -0.670, -0.748, 0.284, 0.351, 0.431, 0.218, 0.324, 0.313, 0.238, 0.293, 0.287, 0.278, 0.290, -1.271, 0.475, -0.583, -0.295, -0.769, -0.711, 0.323, 0.310, 0.361, 0.237, 0.318, 0.251, 0.308, 0.317, 0.254, 0.240, 0.240, -1.446, 0.689, -0.723, -0.376, -0.652, -0.771, 0.341, 0.327, 0.389, 0.114, 0.399, 0.354, 0.289, 0.243, 0.287, 0.261, 0.274, -1.416, 0.439, -0.734, -0.244, -0.778, -0.768, 0.356, 0.287, 0.368, 0.333, 0.339, 0.389, 0.315, 0.304, 0.252, 0.264, 0.295, -1.328, 0.500, -0.775, -0.390, -0.760, -0.681, 0.330, 0.388, 0.297, 0.177, 0.469, 0.400, 0.251, 0.342, 0.277, 0.253, 0.252, -1.414, 0.321, -0.614, -0.285, -0.780, -0.788, 0.388, 0.317, 0.404, 0.350, 0.378, 0.217, 0.313, 0.261, 0.314, 0.302, 0.315, -1.403, 0.449, -0.582, -0.311, -0.766, -0.683, 0.355, 0.341, 0.337, 0.228, 0.343, 0.279, 0.306, 0.261, 0.320, 0.251, 0.277, -1.304, 0.565, -0.816, -0.306, -0.744, -0.700, 0.362, 0.355, 0.303, 0.179, 0.381, 0.408, 0.327, 0.210, 0.293, 0.253, 0.239, -0.643, 0.324, 0.319, -0.642, 0.318, 0.324, -0.652, 0.327, 0.322, -0.642, 0.316, 0.325, -0.642, 0.322, 0.321, -0.653, 0.324, 0.322, -0.635, 0.320, 0.315, -0.640, 0.320, 0.318], "charge": 0, "gap_ev": 9.135, "total_energy_ha": -3501.005861, "homo_ev": -9.00}

***

No. 2
{"formula": "C40H22BrF15GeN2O2RuS", "method": "ωB97M-V with the def2-TZVPD basis set", "symbols": ["Ru", "C", "C", "C", "C", "C", "C", "C", "C", "C", "C", "N", "C", "C", "C", "C", "C", "N", "H", "H", "H", "H", "H", "H", "H", "H", "H", "H", "H", "H", "H", "H", "H", "H", "H", "Br", "C", "C", "C", "C", "C", "C", "C", "O", "O", "H", "H", "H", "H", "F", "C", "C", "C", "F", "C", "F", "C", "F", "C", "F", "Ge", "S", "C", "C", "F", "C", "F", "C", "F", "C", "F", "C", "F", "C", "C", "F", "C", "F", "C", "F", "C", "F", "C", "F", "H"], "coordinates": [[0.57, -2.22, 0.03], [1.57, -0.62, -2.95], [1.46, -0.10, -1.52], [2.82, 0.07, -0.87], [3.50, 1.28, -1.03], [4.74, 1.49, -0.42], [5.29, 0.48, 0.37], [4.63, -0.74, 0.55], [5.27, -1.78, 1.44], [6.44, -2.49, 0.77], [3.40, -0.97, -0.10], [2.71, -2.18, 0.03], [3.11, -3.14, -0.73], [2.30, -4.29, -0.66], [2.48, -5.53, -1.21], [1.37, -6.27, -0.81], [0.60, -5.41, -0.05], [1.17, -4.20, 0.03], [0.57, -0.72, -3.39], [2.05, -1.60, -2.98], [2.15, 0.06, -3.58], [0.83, -0.76, -0.92], [0.95, 0.87, -1.53], [3.07, 2.08, -1.63], [5.26, 2.43, -0.54], [6.25, 0.67, 0.86], [4.53, -2.52, 1.78], [5.62, -1.29, 2.36], [6.12, -3.00, -0.15], [6.87, -3.24, 1.44], [7.23, -1.79, 0.50], [3.96, -3.13, -1.43], [3.30, -5.87, -1.82], [1.16, -7.30, -1.03], [-0.34, -5.64, 0.43], [3.51, 6.08, 1.17], [2.92, 4.28, 1.16], [2.48, 3.70, -0.03], [2.05, 2.37, -0.03], [2.05, 1.61, 1.15], [2.50, 2.21, 2.33], [2.93, 3.54, 2.34], [1.58, 0.16, 1.14], [1.61, -0.46, 2.25], [1.19, -0.31, 0.03], [2.47, 4.26, -0.96], [1.71, 1.91, -0.96], [2.50, 1.63, 3.25], [3.27, 3.98, 3.27], [-2.36, 0.49, 3.01], [-2.44, 1.76, 2.54], [-2.83, 2.01, 1.21], [-2.88, 3.34, 0.75], [-3.24, 3.62, -0.53], [-2.56, 4.39, 1.60], [-2.62, 5.67, 1.15], [-2.18, 4.14, 2.92], [-1.87, 5.17, 3.75], [-2.12, 2.82, 3.39], [-1.74, 2.58, 4.67], [-3.25, 0.50, 0.06], [-1.43, -0.77, 0.03], [-4.72, -0.58, 0.71], [-5.47, -0.21, 1.85], [-5.19, 0.93, 2.53], [-6.52, -1.02, 2.29], [-7.24, -0.66, 3.39], [-6.85, -2.19, 1.60], [-7.87, -2.97, 2.03], [-6.12, -2.55, 0.47], [-6.44, -3.69, -0.20], [-5.06, -1.75, 0.02], [-4.37, -2.13, -1.08], [-3.81, 1.05, -1.72], [-3.06, 0.72, -2.86], [-1.91, 0.01, -2.76], [-3.49, 1.12, -4.13], [-2.76, 0.80, -5.23], [-4.67, 1.86, -4.27], [-5.09, 2.25, -5.50], [-5.42, 2.19, -3.14], [-6.57, 2.90, -3.27], [-5.00, 1.79, -1.87], [-5.74, 2.11, -0.78], [-0.91, -3.30, 0.03]], "lowdin_spin": [0.836, 0.013, 0.092, 0.003, 0.000, 0.002, -0.001, 0.002, 0.000, 0.000, 0.000, 0.000, 0.001, 0.000, 0.008, 0.000, 0.007, -0.007, 0.000, 0.001, 0.004, 0.021, 0.001, 0.000, 0.000, 0.000, 0.000, 0.000, 0.000, 0.000, 0.000, 0.000, 0.000, 0.000, -0.001, 0.000, 0.000, 0.000, 0.000, -0.001, 0.000, 0.000, 0.011, 0.009, 0.048, 0.000, 0.000, 0.000, 0.000, 0.000, 0.000, 0.001, 0.000, 0.000, 0.000, 0.000, 0.000, 0.000, 0.000, 0.000, 0.005, -0.008, 0.002, 0.001, 0.000, 0.000, 0.000, 0.001, 0.000, 0.000, 0.000, 0.001, 0.000, 0.000, 0.000, 0.000, 0.000, 0.000, 0.000, 0.000, 0.000, 0.000, 0.000, 0.000, -0.050], "charge": -1, "multiplicity": 2, "gap_ev": [6.014, 6.235], "total_energy_ha": -8438.971168, "homo_ev": [-4.19, -4.31]}